ORCA calculation (wB97M-V/def2-TZVPD) on a 11-piece molecular cluster, C6H31NO11 overall in a non-equilibrium geometry.

Output
Total charge: +1
Energy above the lowest of the compared OMol25 structures with the same formula, charge and spin, eV: 1.5241
LUMO (alpha / beta), eV: -3.32 / -6.03
F_max, hartree/bohr: 0.0639
2S+1: 2
Expectation value of S²: 0.775
Orbital gap (alpha / beta), eV: 9.3 / 6.8

CARTESIAN COORDINATES (ANGSTROEM)
H -1.66889 2.04674 -0.82502
O 1.78636 4.06619 0.12490
H -0.37918 -4.02025 0.42613
H 2.50176 -0.29867 2.86276
C -3.53270 0.92314 -0.72989
C 0.15167 -0.45867 -2.55348
H -1.24535 -1.78829 -0.55038
H -1.13644 -2.39692 3.00281
H 0.89432 1.23548 2.19917
H 3.05370 -0.55013 -1.50244
H 3.91323 -0.72868 3.22473
O 0.90882 0.28758 2.06226
O 3.01055 -1.44333 -1.87107
H 0.05627 0.07667 2.52609
C -1.18284 -0.22480 -2.13396
H 3.38946 1.16093 0.90574
N -2.49055 1.88141 -0.27050
H 2.26831 1.53044 -0.01965
H -4.34873 0.94974 -0.01392
H 0.17514 0.71449 -4.41559
O -0.88979 -1.54938 3.39113
H 0.42826 2.64902 0.68637
H -0.27265 1.22076 0.59371
H 1.94338 -2.91503 0.09545
H 2.52856 4.05606 -0.48299
C 0.71547 0.17643 -3.64425
H 2.30022 -1.90200 -1.38768
H -2.17954 0.28724 2.51903
O 3.20939 1.27985 -0.04149
H -1.61684 0.61870 -2.65490
O 0.18393 1.91374 0.11235
C -2.98433 -0.49072 -0.52844
O -1.59592 0.95003 2.87343
H 0.87394 -0.88418 -1.87110
H -1.11738 -1.57369 4.32805
H 1.49521 4.96280 0.36360
H -3.18506 -0.94203 0.44910
H -3.63958 -1.23125 -1.05474
H -3.80933 1.12058 -1.76530
H -0.74867 -4.96221 -0.72575
C -1.68498 -0.96466 -1.10126
H -1.82449 1.69648 2.29539
O 1.99596 0.21982 -3.79819
O -1.07116 -4.22219 -0.21279
H 0.86802 -1.91471 0.30462
H 2.44607 -0.42793 -3.18716
H -3.02341 2.74507 -0.24286
O 3.42815 -0.23682 2.55772
O 1.10164 -2.64288 -0.31970

Atom charges from the Löwdin analysis, given in e for atoms 1 to 8: atom 1 (H): 0.0357, atom 2 (O): -0.0483, atom 3 (H): 0.0128, atom 4 (H): 0.0119, atom 5 (C): -0.2272, atom 6 (C): 0.0101, atom 7 (H): 0.1003, atom 8 (H): 0.0553

=====

ORCA calculation (wB97M-V/def2-TZVPD) on C28H39Cl3IrNO6S2Si4 as an isolated structure in a non-equilibrium geometry.

Output
Total charge: -2
Energy above the lowest of the compared OMol25 structures with the same formula, charge and spin, eV: 1.5691
LUMO (alpha / beta), eV: 3.85 / 3.85
F_max, hartree/bohr: 0.0487
Orbital gap (alpha / beta), eV: 6.2 / 6.2

CARTESIAN COORDINATES (ANGSTROEM)
C -3.64118 3.27429 0.83609
C 1.77968 2.78104 -2.17711
C 3.42187 -3.80403 0.76594
C -4.58641 4.00536 0.14535
Si 0.72684 2.62614 3.33444
O -5.12929 -6.19593 2.23717
C -4.77071 3.81077 -1.22144
H -0.00763 1.31954 5.31496
H 2.44164 -3.12492 2.55493
H 1.88653 3.79107 5.21529
H 3.17655 -0.37415 -0.68299
S -1.67990 1.45486 1.17210
O -5.02820 -4.53312 4.03264
H -5.51621 4.37731 -1.76519
H 2.77154 2.32677 -2.12732
C -3.99078 2.87093 -1.86956
C 2.59910 -2.89752 -1.28726
H 3.60292 4.63157 -0.24519
C 4.00186 0.22002 -0.31662
H -0.70283 4.63933 2.89135
H -3.51603 3.42471 1.90161
H -0.35600 0.44394 3.82411
C -3.66718 -2.81410 2.13012
H 3.82194 0.58342 3.66798
C 2.14194 3.56001 4.17645
S -4.29066 -5.35658 3.08440
O 0.82564 -1.32053 -1.26048
C -3.09295 -1.92067 1.23275
H -1.08859 3.73279 -1.11853
C -2.41750 -2.40284 0.12216
H -2.53388 -0.99323 -1.36972
Cl 4.53991 -4.84211 1.61424
H 4.85314 -0.44544 -0.13848
C -2.83104 2.32823 0.18775
C 1.64136 -2.24583 0.77027
C 2.49517 -3.06640 1.47697
Cl 0.49100 -1.25469 1.64562
H -4.20886 -2.45983 2.99711
Si 1.39881 2.07133 1.16322
H 2.39240 5.53974 0.66114
H 4.64326 -0.60424 2.64340
H 4.96000 3.13559 0.61127
H -0.72011 4.90694 0.14579
C -3.01516 2.14732 -1.18859
Si 1.31929 3.63372 -0.57076
C -2.85513 -4.65854 0.83615
C 2.58437 5.02179 -0.28255
O -0.88955 1.20453 -1.74608
H -4.11980 2.67482 -2.92684
C -2.29328 -3.77442 -0.07054
Si 3.56167 1.15547 1.25076
H 2.89034 -0.66574 2.84767
H -1.24173 -1.98481 -1.49239
C -0.79802 3.71911 3.47257
H 3.06136 2.96957 4.17690
Cl 2.67224 -2.80486 -3.01797
H 4.19542 -4.30735 -1.17412
H 1.29172 0.46526 4.46665
C 3.47456 -3.72552 -0.61754
H 4.78840 3.04571 2.36466
H -5.19187 4.72944 0.67863
H 4.27825 0.91674 -1.11168
H -0.27276 5.24663 -1.53692
H -3.15933 -0.85070 1.39072
H -1.75666 -4.14596 -0.93795
C -2.17779 1.18672 -1.97555
H 2.53353 5.76063 -1.08994
N -1.82988 -1.49012 -0.82605
C -3.55349 -4.18255 1.93806
H 1.77571 3.50443 -3.00017
C 1.63942 -2.09407 -0.62657
O -3.15022 -6.05921 3.65799
C 4.93338 2.45000 1.46006
H 2.35172 4.49935 3.65877
O -2.71575 0.46345 -2.80546
Ir -0.35979 0.05334 -0.13989
H -0.95827 3.98852 4.52251
C -0.35152 4.45889 -0.77979
H 1.05442 2.00059 -2.40303
H 5.91037 1.95946 1.52825
C 0.38888 1.06344 4.32762
H -1.67071 3.17901 3.11655
C 3.73968 0.00557 2.74308
H -2.76789 -5.72761 0.69054

Atom charges from the Löwdin analysis, given in e for atoms 1 to 8: atom 1 (C): -0.1231, atom 2 (C): -0.2089, atom 3 (C): -0.6779, atom 4 (C): -0.1055, atom 5 (Si): 0.3016, atom 6 (O): -0.3813, atom 7 (C): -0.1073, atom 8 (H): 0.0288

=====

ORCA calculation (wB97M-V/def2-TZVPD) on one molecule with the formula C5H11NO.

Output
Energy above the lowest of the compared OMol25 structures with the same formula, charge and spin, eV: 3.3194
LUMO, eV: 0.84
F_max, hartree/bohr: 0.0081
Orbital gap, eV: 7.7

CARTESIAN COORDINATES (ANGSTROEM)
H -0.17175 -0.21279 2.53966
H -1.89895 -1.80714 0.42885
H 2.49642 -0.14151 0.28689
H -3.16733 -0.88472 -0.39722
C 0.40665 0.26578 1.76207
H -1.61894 -1.17956 -1.21454
H 0.16918 1.09249 -1.38962
C -2.08389 -0.96838 -0.24842
N -0.08243 0.37547 0.52832
C 0.65604 0.56663 -0.57623
C 2.13355 0.36220 -0.62467
H 1.94315 -1.13060 -1.82952
H -1.78935 1.16717 -0.33357
H -2.01529 0.54447 1.30299
C -1.55611 0.33346 0.33478
H 1.38250 0.68317 1.95663
H 2.67303 1.31446 -0.69801
O 2.52706 -0.36206 -1.78624

Atom charges from the Löwdin analysis, given in e for atoms 1 to 8: atom 1 (H): 0.0587, atom 2 (H): 0.0767, atom 3 (H): 0.1008, atom 4 (H): 0.0773, atom 5 (C): -0.0066, atom 6 (H): 0.0709, atom 7 (H): 0.1141, atom 8 (C): -0.0791

=====

ORCA calculation (wB97M-V/def2-TZVPD) on C35H32ClN9S2W as an isolated structure.

Output
Total charge: -2
Energy above the lowest of the compared OMol25 structures with the same formula, charge and spin, eV: 0.0071
LUMO (alpha / beta), eV: 4.10 / 4.08
F_max, hartree/bohr: 0.0032
2S+1: 3
Expectation value of S²: 2.037
Orbital gap (alpha / beta), eV: 5.8 / 6.1

CARTESIAN COORDINATES (ANGSTROEM)
C -0.71717 4.82490 1.35532
N 1.69731 3.99242 -3.54462
H 4.17719 -2.21844 -1.22213
C -0.44306 -2.36209 2.11163
C 0.89950 -4.33131 1.32145
W -0.18034 -0.45180 -0.20675
H 4.11511 -1.77565 1.40933
H 2.72139 2.57363 1.94893
C -0.69789 -2.77492 3.44674
N -1.08303 -1.37621 1.53305
C 1.72119 1.50435 -4.21571
H -0.97039 -0.26519 -2.78308
N 1.20198 -2.09974 0.43300
C 1.71227 2.86825 -3.81922
C -3.60728 1.51880 -2.44635
C -1.60843 0.02377 -1.94233
H -1.37042 4.59767 -2.82842
C -1.22159 3.58807 0.99849
H 2.05083 -0.80451 2.12035
C 3.59001 0.29449 1.08121
H -2.39659 -0.72383 -1.90590
C 2.25686 0.22815 1.84953
C 1.50550 0.43932 -3.31900
H 0.71905 6.24327 1.98145
H 3.10656 -0.84801 -1.31310
C -0.59469 2.32670 0.89283
N -1.26086 -4.52055 -2.07542
C -3.39938 3.86581 -2.88964
H -0.39997 2.44651 -2.26882
C 0.54934 5.19335 1.77674
H -2.92803 1.85265 1.64065
H 1.91991 -2.98106 -1.32646
H -5.26500 2.78946 -2.88991
H -0.71521 -3.99666 5.13318
H -3.84981 4.81968 -3.13708
N 2.17991 1.17228 -6.72845
C 2.31300 -2.61756 -0.36987
H -2.84642 -1.69842 2.59466
C 0.65012 -2.93123 1.29212
H 5.18802 -0.89728 0.33993
H 2.54654 4.80189 2.28085
C 3.44352 -1.64106 -0.65113
C -3.17726 -0.19266 1.08686
H -3.18750 -0.80956 0.18683
C 1.62774 4.33038 1.94271
H 2.34854 0.77829 2.79178
C 0.80411 2.02153 1.24992
C -2.70944 1.22081 0.77048
C 0.66307 -5.27205 2.30177
C -0.39856 -3.95803 4.09405
C 1.96904 1.28376 -5.59753
C -2.02678 3.74319 -2.71645
Cl -4.72042 0.16339 -2.27938
N 1.07211 0.73528 1.16293
H -4.20739 -0.13597 1.44970
N -0.82640 -2.30246 -1.13782
H -1.43451 5.63696 1.27328
H 0.93320 -6.28310 2.01297
N -0.34850 -6.66618 -1.24221
H -2.06883 -0.14926 2.94013
C -4.19229 2.73866 -2.75524
H 2.75321 -3.46732 0.16022
C 0.16827 -5.12049 3.59268
S 1.38750 0.90502 -1.62306
S 1.43119 -1.17049 -3.79353
H -1.22694 -2.04108 4.04261
H 1.30002 -4.73614 0.40260
C -2.30222 -0.86528 2.13757
C -0.98518 -3.37770 -1.55227
H -2.24956 3.59946 0.66231
C -2.22968 1.34718 -2.25221
H 4.34071 0.73322 1.74875
N -1.27044 1.24186 0.55438
H 0.18665 -5.98814 4.24113
H -3.26958 1.62945 -0.07287
C 1.73799 2.97225 1.74452
C 4.13194 -1.05000 0.58425
C -0.74727 -5.63414 -1.59622
H 3.48362 0.97370 0.23316
C -1.46972 2.51578 -2.40683

Atom charges from the Löwdin analysis, given in e for atoms 1 to 8: atom 1 (C): -0.0984, atom 2 (N): 0.1122, atom 3 (H): 0.1113, atom 4 (C): -0.2391, atom 5 (C): -0.0324, atom 6 (W): 1.4393, atom 7 (H): 0.1088, atom 8 (H): 0.0839

=====

Repeat the first record exactly.
ORCA calculation (wB97M-V/def2-TZVPD) on a 11-piece molecular cluster, C6H31NO11 overall in a non-equilibrium geometry.

Output
Total charge: +1
Energy above the lowest of the compared OMol25 structures with the same formula, charge and spin, eV: 1.5241
LUMO (alpha / beta), eV: -3.32 / -6.03
F_max, hartree/bohr: 0.0639
2S+1: 2
Expectation value of S²: 0.775
Orbital gap (alpha / beta), eV: 9.3 / 6.8

CARTESIAN COORDINATES (ANGSTROEM)
H -1.66889 2.04674 -0.82502
O 1.78636 4.06619 0.12490
H -0.37918 -4.02025 0.42613
H 2.50176 -0.29867 2.86276
C -3.53270 0.92314 -0.72989
C 0.15167 -0.45867 -2.55348
H -1.24535 -1.78829 -0.55038
H -1.13644 -2.39692 3.00281
H 0.89432 1.23548 2.19917
H 3.05370 -0.55013 -1.50244
H 3.91323 -0.72868 3.22473
O 0.90882 0.28758 2.06226
O 3.01055 -1.44333 -1.87107
H 0.05627 0.07667 2.52609
C -1.18284 -0.22480 -2.13396
H 3.38946 1.16093 0.90574
N -2.49055 1.88141 -0.27050
H 2.26831 1.53044 -0.01965
H -4.34873 0.94974 -0.01392
H 0.17514 0.71449 -4.41559
O -0.88979 -1.54938 3.39113
H 0.42826 2.64902 0.68637
H -0.27265 1.22076 0.59371
H 1.94338 -2.91503 0.09545
H 2.52856 4.05606 -0.48299
C 0.71547 0.17643 -3.64425
H 2.30022 -1.90200 -1.38768
H -2.17954 0.28724 2.51903
O 3.20939 1.27985 -0.04149
H -1.61684 0.61870 -2.65490
O 0.18393 1.91374 0.11235
C -2.98433 -0.49072 -0.52844
O -1.59592 0.95003 2.87343
H 0.87394 -0.88418 -1.87110
H -1.11738 -1.57369 4.32805
H 1.49521 4.96280 0.36360
H -3.18506 -0.94203 0.44910
H -3.63958 -1.23125 -1.05474
H -3.80933 1.12058 -1.76530
H -0.74867 -4.96221 -0.72575
C -1.68498 -0.96466 -1.10126
H -1.82449 1.69648 2.29539
O 1.99596 0.21982 -3.79819
O -1.07116 -4.22219 -0.21279
H 0.86802 -1.91471 0.30462
H 2.44607 -0.42793 -3.18716
H -3.02341 2.74507 -0.24286
O 3.42815 -0.23682 2.55772
O 1.10164 -2.64288 -0.31970

Atom charges from the Löwdin analysis, given in e for atoms 1 to 8: atom 1 (H): 0.0357, atom 2 (O): -0.0483, atom 3 (H): 0.0128, atom 4 (H): 0.0119, atom 5 (C): -0.2272, atom 6 (C): 0.0101, atom 7 (H): 0.1003, atom 8 (H): 0.0553